Here is a molecular structure, C31H25ClInN8O8S4Sb at a distorted geometry from the OMol25 dataset. Energies are from wB97M-V/def2-TZVPD.

```
79
C31H25ClInN8O8S4Sb wB97M-V/def2-TZVPD
In -0.1490 0.3124 -0.0525
C -7.5807 -0.7037 -1.6513
O -7.1382 -0.0481 -0.4825
C -6.8056 1.2720 -0.6037
C -7.0458 2.0424 -1.7302
C -6.6499 3.3787 -1.7405
C -5.9836 3.9366 -0.6660
C -5.7882 3.1624 0.4820
C -6.1981 1.8487 0.5125
N -5.6379 5.3333 -0.7118
N -4.5137 5.7296 -0.3320
C -3.4606 4.8270 -0.0641
C -2.7745 5.0224 1.1224
C -1.9008 4.0806 1.6511
C -1.6316 2.8828 0.9631
O -0.9427 1.9229 1.4186
C -2.1986 2.7719 -0.3743
N -1.8290 1.6702 -1.0691
C -2.3251 1.4646 -2.2684
C -3.1644 2.3999 -2.8938
C -3.5345 3.5245 -2.2151
C -3.0991 3.7198 -0.8856
H -7.7056 -1.7506 -1.3859
H -6.8435 -0.6198 -2.4548
H -8.5386 -0.3036 -1.9980
H -7.5282 1.6265 -2.6036
H -6.8337 3.9903 -2.6158
H -5.2867 3.5886 1.3410
H -6.0412 1.2387 1.3932
H -3.0106 5.9193 1.6857
H -1.4237 4.2354 2.6097
H -2.0579 0.5462 -2.7668
H -3.4781 2.2210 -3.9129
H -4.1504 4.2762 -2.6916
O -0.6538 -6.5950 -2.6153
N -1.6749 -6.1749 -2.1291
O -2.6949 -6.8303 -2.0616
C -1.7007 -4.7876 -1.5803
C -2.8880 -4.4347 -1.0373
C -3.0716 -3.1378 -0.4797
C -4.2766 -2.7158 0.1079
C -4.3684 -1.4500 0.6229
C -3.2495 -0.6097 0.5333
N -2.1246 -0.9885 -0.0265
C -2.0062 -2.2359 -0.5169
C -0.7372 -2.6314 -1.0768
N 0.2374 -1.7128 -1.0251
C 1.4355 -1.9883 -1.4834
C 1.7090 -3.2271 -2.0828
C 0.7371 -4.1769 -2.1588
C -0.5515 -3.9098 -1.6255
H -3.7013 -5.1434 -1.0294
H -5.1185 -3.3972 0.1462
H -5.2786 -1.0893 1.0803
H -3.2712 0.4049 0.9178
H 2.1880 -1.2102 -1.4062
H 2.7049 -3.4092 -2.4581
H 0.9510 -5.1278 -2.6066
S 5.1177 -0.9699 -0.1002
Sb 3.4671 -0.6459 1.4442
S 2.0930 1.0647 0.2056
S 2.2488 -2.5727 1.8522
S 3.9934 0.5107 3.3674
C 1.2507 -1.4708 5.0059
N 0.4649 -0.3734 4.4287
C 0.8292 0.9880 4.8266
C 0.0522 -0.5268 3.1918
N -0.3025 -0.6606 2.1022
H 1.0114 -1.5473 6.0693
H 2.3151 -1.2837 4.8432
H 0.9934 -2.3964 4.4951
H 0.5933 1.1190 5.8847
H 0.2537 1.6935 4.2299
H 1.8933 1.1490 4.6351
O -0.5166 0.7726 -5.0414
Cl 0.0222 -0.1460 -4.0704
O -1.0063 -1.1213 -3.7268
O 1.1723 -0.8211 -4.5953
O 0.3846 0.5958 -2.8677
```

Values from the calculation:
E_LUMO = 0.088 Ha
Total charge = -2
Kohn-Sham gap = 4.17 eV
ΔE to the lowest compared entry with this formula, charge and spin = 1.206 eV
E = -128422.8137 eV

Here are the Mulliken charges for atoms 1 to 4, given in e: 1.79 -0.97 -0.40 0.68

=====

Here is a molecular structure, C31H25ClN4O5PRuS from the OMol25 dataset. Energies are from wB97M-V/def2-TZVPD.

```
69
C31H25ClN4O5PRuS wB97M-V/def2-TZVPD
Ru -1.2483 -0.1380 -0.4034
O -3.7717 -0.6196 0.4527
C -2.6600 -0.7140 0.9065
C -2.4071 -1.2558 2.2812
C -3.4303 -1.6390 3.1375
C -3.0912 -2.1572 4.3759
C -1.7568 -2.2965 4.7445
C -0.7404 -1.9140 3.8841
C -1.0791 -1.3807 2.6453
P 0.0182 -0.8119 1.3410
C 1.0647 0.5011 2.0130
C 0.7554 1.1428 3.2059
C 1.5353 2.2074 3.6405
C 2.6130 2.6352 2.8800
C 2.9131 2.0021 1.6787
C 2.1427 0.9389 1.2417
C 1.1487 -2.1942 1.0275
C 0.8900 -3.0881 -0.0054
C 1.7091 -4.1901 -0.1959
C 2.7934 -4.4022 0.6434
C 3.0647 -3.5066 1.6683
C 2.2487 -2.4027 1.8586
H -4.4601 -1.5228 2.8290
H -3.8696 -2.4603 5.0643
H -1.5083 -2.7083 5.7143
H 0.2965 -2.0269 4.1761
H -0.1065 0.8371 3.7844
H 1.2926 2.7052 4.5704
H 3.2177 3.4673 3.2171
H 3.7450 2.3439 1.0768
H 2.3594 0.4598 0.2938
H 0.0690 -2.8974 -0.6830
H 1.5099 -4.8731 -1.0111
H 3.4369 -5.2591 0.4913
H 3.9183 -3.6628 2.3151
H 2.4754 -1.6956 2.6476
N 2.3717 5.0779 -4.7067
C 1.8764 3.8592 -4.2734
C 1.2733 3.7513 -3.0141
C 0.7346 2.5547 -2.5917
C 0.7915 1.4499 -3.4343
C 1.3791 1.5379 -4.6860
C 1.9235 2.7377 -5.1040
S 0.1322 -0.0863 -2.9205
O 0.7061 -0.3738 -1.5733
O 0.4058 -1.0867 -3.9153
N -1.4453 0.1866 -2.7009
C -2.1733 -1.0134 -2.6989
N -1.9467 -1.7552 -1.5849
C -2.6558 -2.8687 -1.4230
C -3.5540 -3.2775 -2.3881
C -3.7257 -2.4387 -3.4752
N -3.0516 -1.3035 -3.6394
H 2.5855 5.7491 -3.9879
H 3.0618 5.0444 -5.4384
H 1.2207 4.6166 -2.3642
H 0.2684 2.4898 -1.6166
H 1.4082 0.6643 -5.3228
H 2.3815 2.8125 -6.0827
H -2.4967 -3.4225 -0.5050
H -4.1199 -4.1898 -2.2788
H -4.4465 -2.6797 -4.2484
Cl -0.9992 4.7415 -0.1476
C -1.0462 3.8065 1.3707
C -1.3259 2.3212 1.1823
O -1.9465 1.7402 2.0647
O -0.7943 1.7826 0.1458
H -1.8106 4.2390 2.0061
H -0.0705 3.9092 1.8442
```

Values from the calculation:
E_LUMO (alpha / beta) = 0.005 / -0.018 Ha
Kohn-Sham gap (alpha / beta) = 8.22 / 7.76 eV
ΔE to the lowest compared entry with this formula, charge and spin = 0.973 eV
Multiplicity = 2
E = -83980.4295 eV

Here are the Mulliken charges for atoms 1 to 4, given in e: -0.17 -0.69 0.39 0.06

=====

Here is a molecular structure, C31H25N6O4Re from the OMol25 dataset. Energies are from wB97M-V/def2-TZVPD.

```
67
C31H25N6O4Re wB97M-V/def2-TZVPD
Re -1.1753 -0.2060 -0.0925
O -3.0762 2.9506 1.6892
C -2.6543 2.1496 0.9186
N -2.2714 0.8136 1.2226
C -2.5483 0.2290 2.4922
O -2.9272 0.7945 3.4656
C -2.2890 -1.2470 2.4452
C -2.6151 -2.0848 3.4845
C -2.3608 -3.4436 3.3454
C -1.7819 -3.9126 2.1712
C -1.4702 -3.0174 1.1713
N -1.7258 -1.6997 1.3066
C -2.4529 2.4362 -0.5358
C -2.9053 3.6035 -1.1015
C -2.7359 3.7902 -2.4657
C -2.1185 2.7938 -3.2117
C -1.6731 1.6541 -2.5796
N -1.8309 1.4693 -1.2519
H -3.0642 -1.6597 4.3730
H -2.6125 -4.1310 4.1428
H -1.5689 -4.9632 2.0280
H -1.0080 -3.3407 0.2476
H -3.3886 4.3331 -0.4643
H -3.0869 4.6961 -2.9429
H -1.9778 2.8974 -4.2789
H -1.1823 0.8717 -3.1357
O 6.5046 2.0228 -1.1953
C 5.3944 2.1275 -0.4516
O 5.4018 2.6670 0.6143
C 4.1263 1.4931 -0.9579
C 4.0860 0.2083 -1.4800
C 2.8639 -0.4132 -1.7073
C 1.6969 0.2813 -1.4311
C 1.7227 1.5877 -0.9634
C 2.9406 2.1885 -0.7216
N 0.4230 -0.3980 -1.5476
C 0.1923 -1.1821 -2.5346
C -1.1143 -1.8411 -2.6019
C -1.4848 -2.7017 -3.6045
C -2.7718 -3.2505 -3.5773
C -3.6310 -2.9086 -2.5507
C -3.1952 -2.0314 -1.5669
N -1.9595 -1.5094 -1.5878
H 6.3240 1.6583 -2.0698
H 5.0008 -0.3474 -1.6484
H 2.8410 -1.4507 -2.0212
H 0.8052 2.1345 -0.7798
H 2.9913 3.1884 -0.3107
H 0.9221 -1.3188 -3.3295
H -0.7879 -2.9430 -4.3974
H -3.0892 -3.9327 -4.3559
H -4.6367 -3.3044 -2.4991
H -3.8391 -1.7319 -0.7501
C 3.7897 0.6883 3.8739
C 2.6084 0.4894 2.9804
C 1.5907 1.4420 2.9020
C 0.5100 1.2379 2.0813
N 0.3856 0.1244 1.3170
C 1.3590 -0.8105 1.3941
C 2.4586 -0.6623 2.2002
H 4.0938 1.7340 3.8916
H 4.6332 0.0724 3.5709
H 3.5181 0.4086 4.8957
H 1.6447 2.3573 3.4781
H -0.2730 1.9787 2.0118
H 1.2436 -1.6900 0.7712
H 3.2116 -1.4399 2.2154
```

Values from the calculation:
E_LUMO (alpha / beta) = -0.377 / -0.417 Ha
Total charge = +3
Kohn-Sham gap (alpha / beta) = 6.87 / 5.79 eV
ΔE to the lowest compared entry with this formula, charge and spin = 0.717 eV
Multiplicity = 4
E = -51789.9785 eV

Here are the Mulliken charges for atoms 1 to 4, given in e: 0.92 -0.47 -0.03 0.36